Molecular formula: C3H5N3
Method: DFT, wB97M-V/def2-TZVPD

CARTESIAN COORDINATES (ANGSTROEM)
1 C 1.68928 -0.28027 -0.03934
2 H -0.04378 2.22846 0.17974
3 N 0.25583 1.26411 0.19697
4 H 0.08655 -1.66460 -0.95496
5 N -1.85404 -0.00305 0.25643
6 H -1.87918 -0.80435 0.88756
7 C 0.42543 -0.84290 -0.34360
8 H -2.47675 -0.22598 -0.51534
9 C -0.47980 0.15342 -0.07508
10 H 2.65247 -0.75862 0.11320
11 N 1.57404 1.00964 0.24576

Values from the calculation:
highest occupied orbital energy = -9.12 eV
SMILES string = Nc1ccn[nH]1
energy above the lowest of the compared OMol25 structures with the same formula, charge and spin = 28.46 kcal/mol
E_tot = -281.5447 Ha
HOMO-LUMO gap = 0.369 hartree